{"formula": "C3H4N4O", "method": "wB97M-V/def2-TZVPD", "smiles": "[H]/N=c1/ncnc(N)o1", "e_lumo_ev": -0.004, "orbital_gap_ev": 9.304, "e_tot_ha": -410.95161, "elements": ["H", "N", "C", "N", "C", "N", "C", "N", "O", "H", "H", "H"], "xyz": [[1.896006, -2.154986, -0.053412], [2.339617, -1.244160, -0.017350], [1.466999, -0.312760, -0.067342], [1.780896, 1.028134, -0.095215], [0.696578, 1.762455, 0.023464], [-0.671495, 1.336345, -0.004971], [-0.934718, 0.040683, -0.081433], [-2.117636, -0.651941, -0.138932], [0.124034, -0.838116, 0.109286], [0.585760, 2.841847, 0.014085], [-2.903997, -0.143952, 0.383158], [-2.262039, -1.663544, -0.071334]], "forces_ev_per_angstrom": [[-0.1, 0.0, 0.2], [-0.2, 1.4, -0.7], [1.2, -3.1, 0.9], [-2.8, 1.3, 0.5], [-1.6, -1.6, -0.8], [-0.7, -1.7, -0.5], [2.9, -0.6, 1.7], [-2.1, 2.5, 1.4], [-0.8, 1.8, -1.3], [1.4, 0.1, 0.2], [1.6, -0.8, -1.5], [1.2, 0.7, -0.1]], "mulliken_charge": [0.278, -0.662, 0.497, -0.478, 0.215, -0.620, 0.649, -0.459, -0.358, 0.388, 0.282, 0.267]}